Entry 1:
ORCA calculation (ωB97M-V/def2-TZVPD) on a cluster of 2 separate species, C3H6N2O in total in a non-equilibrium geometry.

energy = -8234.6755 eV
charge = -1
LUMO energy (spin up / spin down) = 4.0 / 3.9 eV
⟨S²⟩ = 0.750
ΔE to the lowest compared entry with this formula, charge and spin = 54.11 kJ/mol
frontier orbital gap (spin up / spin down) = 0.12828 / 0.34001 Eh
spin multiplicity = 2

Geometry (Å):
1 C 0.03 -1.30 -0.03
2 C 1.01 -1.83 0.78
3 N 1.50 -0.74 1.54
4 C 0.86 0.36 1.05
5 N -0.07 0.02 0.14
6 H -0.48 -1.91 -0.77
7 H 1.46 -2.71 0.92
8 H 1.20 1.29 1.44
9 H -0.79 0.64 -0.31
10 H -1.21 1.86 -2.30
11 H -1.84 2.60 -1.09
12 O -1.66 1.70 -1.37

***

Entry 2:
ORCA calculation (ωB97M-V/def2-TZVPD) on a cluster of 2 separate species, C19H38IN3O5 in total in a non-equilibrium geometry.

energy = -43125.6893 eV
LUMO energy = 0.5 eV
frontier orbital gap = 0.34010 Eh
spin multiplicity = 1

Geometry (Å):
1 C -3.57 -0.58 3.51
2 C -2.49 0.04 2.63
3 O -1.39 -0.84 2.56
4 C -0.48 -0.44 1.56
5 C 0.74 -1.33 1.70
6 C 1.84 -1.01 0.70
7 C 1.65 -1.67 -0.66
8 C 2.03 -3.15 -0.65
9 C 2.28 -3.67 -2.05
10 C 1.16 -3.48 -3.12
11 O 0.79 -2.49 -3.61
12 N 0.63 -4.78 -3.48
13 C 1.07 -5.61 -2.36
14 N 0.85 -7.04 -2.48
15 C 2.53 -5.17 -2.24
16 C 3.41 -5.95 -1.27
17 C 4.87 -5.84 -1.61
18 O 5.30 -5.29 -2.50
19 I 6.16 -6.89 -0.19
20 H -4.55 -0.51 3.04
21 H -3.65 -0.10 4.48
22 H -3.39 -1.64 3.69
23 H -2.15 0.97 3.11
24 H -2.95 0.26 1.67
25 H -0.22 0.62 1.65
26 H -0.91 -0.58 0.57
27 H 1.13 -1.16 2.71
28 H 0.39 -2.36 1.66
29 H 2.79 -1.32 1.14
30 H 1.93 0.07 0.57
31 H 0.64 -1.54 -1.05
32 H 2.32 -1.18 -1.37
33 H 2.90 -3.27 -0.02
34 H 1.25 -3.74 -0.18
35 H 3.18 -3.17 -2.43
36 H 1.04 -5.11 -4.35
37 H 0.48 -5.24 -1.52
38 H -0.08 -7.18 -2.88
39 H 0.82 -7.45 -1.56
40 H 2.99 -5.33 -3.22
41 H 3.23 -5.60 -0.25
42 H 3.16 -7.00 -1.38
43 C 0.71 5.16 -1.22
44 O 0.13 6.28 -0.58
45 C -1.08 6.74 -1.17
46 C -2.29 6.38 -0.32
47 N -2.57 4.95 -0.35
48 C -3.49 4.48 0.69
49 C -3.19 4.76 2.16
50 O -2.09 4.04 2.70
51 C -0.81 4.54 2.36
52 H 1.74 5.07 -0.87
53 H 0.19 4.23 -0.96
54 H 0.72 5.28 -2.30
55 H -1.19 6.39 -2.20
56 H -1.01 7.83 -1.20
57 H -3.17 6.92 -0.71
58 H -2.10 6.75 0.69
59 H -1.70 4.44 -0.25
60 H -3.55 3.39 0.57
61 H -4.49 4.87 0.46
62 H -4.06 4.43 2.73
63 H -3.08 5.83 2.37
64 H -0.79 5.63 2.32
65 H -0.47 4.12 1.41
66 H -0.11 4.20 3.13

***

Entry 3:
ORCA calculation (ωB97M-V/def2-TZVPD) on a structure of composition C20H31NO3S in a non-equilibrium geometry.

energy = -39692.2570 eV
LUMO energy = 0.6 eV
ΔE to the lowest compared entry with this formula, charge and spin = 1844.26 kJ/mol
frontier orbital gap = 0.30728 Eh
spin multiplicity = 1

Geometry (Å):
1 C 2.74 0.81 -3.15
2 C 1.17 0.51 -2.78
3 H 0.53 1.30 -2.91
4 H 0.83 -0.39 -3.46
5 O 0.97 0.14 -1.63
6 C 0.01 -0.28 -1.16
7 O -0.83 -0.35 -1.91
8 C -0.10 -0.66 0.42
9 C -1.43 -1.15 0.89
10 H -1.75 -1.86 0.31
11 C -2.36 -0.11 0.93
12 N -2.04 1.03 1.54
13 C -1.01 1.83 0.82
14 C 0.33 0.75 1.22
15 H 1.11 1.13 0.69
16 H 0.53 0.66 2.15
17 H -0.62 2.86 1.37
18 H -0.94 2.04 -0.17
19 C -3.17 2.09 2.04
20 C -2.52 2.94 3.18
21 H -3.54 3.21 3.66
22 H -1.78 3.72 2.90
23 S -1.61 1.71 4.26
24 C -1.50 2.76 5.74
25 H -1.26 1.91 6.52
26 H -1.25 3.71 5.61
27 H -2.76 2.99 5.95
28 C -3.54 2.98 0.92
29 H -2.62 3.81 0.44
30 H -4.37 3.76 1.13
31 H -3.86 2.41 -0.01
32 H -4.04 1.45 2.14
33 H -3.37 -0.35 1.32
34 H -2.70 0.32 -0.34
35 H -1.30 -1.33 1.90
36 C 1.17 -1.64 0.98
37 C 0.72 -3.06 0.26
38 O 0.85 -2.89 -1.05
39 C 1.71 -2.98 -1.97
40 C 3.19 -2.93 -1.63
41 C 4.04 -2.63 -2.63
42 C 3.90 -2.86 -4.00
43 C 2.33 -2.99 -4.42
44 C 1.31 -2.95 -3.47
45 H 0.27 -3.25 -3.62
46 H 1.86 -2.92 -5.31
47 H 4.32 -2.71 -4.78
48 H 4.93 -2.54 -2.40
49 H 3.27 -2.89 -0.57
50 H 1.85 -3.69 0.51
51 H -0.07 -3.44 0.76
52 H 1.14 -1.66 1.93
53 H 1.88 -1.16 0.56
54 H 3.34 0.01 -3.00
55 H 3.06 1.74 -2.54
56 H 2.97 1.08 -4.12

***

Entry 4:
ORCA calculation (ωB97M-V/def2-TZVPD) on a structure of composition H29O14 in a non-equilibrium geometry.

energy = -29125.4999 eV
charge = +1
LUMO energy = -2.8 eV
ΔE to the lowest compared entry with this formula, charge and spin = 686.95 kJ/mol
frontier orbital gap = 0.29161 Eh
spin multiplicity = 1

Geometry (Å):
1 O -1.39 -2.10 -3.72
2 H 3.75 -0.18 1.22
3 O -3.22 2.93 0.52
4 H -1.95 0.93 3.74
5 H -3.09 3.15 -0.41
6 O 0.20 0.02 0.61
7 H 2.59 -1.35 -3.83
8 H -0.25 -0.57 -0.04
9 O -1.17 1.16 3.22
10 H 1.88 2.30 0.07
11 H -1.25 2.09 3.01
12 O -1.67 -1.42 1.02
13 H -2.54 -1.63 0.65
14 H -1.31 -2.27 1.31
15 O -1.20 -0.01 -1.54
16 H 0.93 0.42 3.22
17 H 2.77 -2.72 -4.39
18 O 1.20 0.56 4.13
19 H 2.16 0.53 4.18
20 H -4.18 2.99 0.60
21 O 3.05 0.34 0.81
22 H 2.64 0.89 1.49
23 H 3.47 2.41 -2.39
24 O 0.95 2.36 0.34
25 H -2.00 -2.36 -4.43
26 H -0.56 -2.12 -4.22
27 O -2.89 0.47 3.30
28 H 1.17 -2.15 -1.68
29 H 1.17 -0.10 0.54
30 O 2.10 -2.03 -4.30
31 H 3.31 1.58 -0.96
32 H 0.28 1.05 0.43
33 O -0.98 -3.02 -1.10
34 H 0.61 3.06 -0.21
35 H -0.99 -2.61 -1.96
36 O 1.70 -1.38 -1.43
37 H -0.28 -3.64 -0.91
38 H 1.55 -0.96 -2.29
39 O 3.00 2.26 -1.57
40 H -2.67 -0.12 4.04
41 H -1.88 0.40 -0.99
42 H -2.49 -0.01 2.55
43 H -1.64 -0.54 -2.21

***

Entry 5:
ORCA calculation (ωB97M-V/def2-TZVPD) on a cluster of 2 separate species, C3H4Cl2N3 in total in a non-equilibrium geometry.

energy = -32679.2222 eV
charge = +1
LUMO energy = -5.2 eV
ΔE to the lowest compared entry with this formula, charge and spin = 363.53 kJ/mol
frontier orbital gap = 0.33316 Eh
spin multiplicity = 1

Geometry (Å):
1 C 0.97 0.41 -1.24
2 C -2.45 1.15 -1.37
3 C 1.47 -1.45 1.77
4 N -0.21 0.59 -1.40
5 N -1.24 1.26 -1.06
6 N 0.89 -0.46 1.27
7 Cl 2.45 -0.06 -1.56
8 Cl 1.51 -1.72 3.50
9 H -3.17 2.01 -0.91
10 H -2.71 0.28 -2.04
11 H 1.96 -2.27 1.20
12 H 0.55 0.27 1.86